1.
# C28H42BrNO20

7 unconnected molecules or ions with the total composition C28H42BrNO20 in a non-equilibrium geometry (the ωB97M-V functional and the def2-TZVPD basis, the OMol25 dataset).

```
92
Properties=species:S:1:pos:R:3:forces:R:3
N 2.75366 -0.66022 -1.79739 -0.1114 -0.1041 -0.2069
C 1.40416 -0.60750 -1.27532 0.5102 -0.5195 -0.2907
C 0.38439 -1.46315 -2.00548 -0.0507 0.1304 1.3735
C -0.89756 -0.71095 -1.72432 4.5724 1.2713 -0.7345
O -1.97638 -1.06836 -1.79743 -5.3056 -1.8545 -0.2784
O -0.61273 0.56261 -1.33527 -0.2959 0.7317 1.3211
C 0.75396 0.78731 -1.25818 0.7689 -1.1497 -1.1230
Br 1.19798 1.69246 -2.94092 0.2442 0.4690 0.3810
H 3.40500 -0.52742 -1.03799 0.2547 0.0389 -0.0272
H 2.91774 -1.58664 -2.17252 0.2023 0.0126 -0.0847
H 1.43448 -1.02172 -0.27058 -0.3656 0.4797 0.6042
H 0.59431 -1.68657 -3.03706 -0.1127 0.1446 -0.4519
H 0.26101 -2.36661 -1.42152 0.0747 -0.5964 -0.4098
H 1.08304 1.29244 -0.36612 -0.2729 0.9340 -0.0203
C -0.48304 5.57485 0.24330 0.1225 0.2763 0.1541
C 0.57280 4.50208 0.33614 -0.3786 0.2794 -0.1110
C 0.32243 3.45406 1.38872 0.0237 -0.2381 -0.0186
O 1.66006 3.00626 1.68212 0.0229 0.0836 -0.0910
C 2.49884 4.04635 1.42384 -0.0473 0.1421 -0.0707
O 3.64666 4.07700 1.72419 0.0010 -0.0299 0.0248
O 1.83574 5.03969 0.77607 0.1431 -0.3211 0.1015
H -0.11315 6.42541 -0.32929 -0.0090 -0.0838 -0.1082
H -1.37843 5.18637 -0.24112 0.0273 -0.0586 -0.0021
H -0.75533 5.94344 1.23336 0.0101 -0.0629 0.0206
H 0.73378 4.04728 -0.64687 0.0452 -0.0538 0.0336
H -0.29118 2.62851 1.03596 0.0928 -0.0793 0.0576
H -0.11360 3.85876 2.30108 -0.0742 0.0659 -0.0644
C -5.20433 -0.71004 1.99879 0.2376 -0.1395 0.2514
C -4.76347 0.70341 1.72231 -0.0426 -0.5870 0.1905
C -3.88363 0.87005 0.51475 -0.0854 -0.0092 -0.3199
O -3.14426 2.05455 0.85307 0.1158 0.1511 0.0315
C -3.06384 2.10604 2.19878 -0.3342 -0.3285 0.0738
O -2.35191 2.85381 2.79463 0.1462 0.1470 0.2102
O -3.88378 1.19537 2.77080 0.2751 0.3874 -0.2969
H -5.59326 -0.79673 3.01293 -0.1162 0.0679 -0.0501
H -5.98121 -1.00772 1.29793 -0.0336 0.0848 -0.0164
H -4.36766 -1.40633 1.91297 0.0249 0.0492 -0.0230
H -5.62842 1.35978 1.67884 0.2553 0.0104 0.1514
H -4.44173 1.01512 -0.40697 0.0873 0.1616 -0.0094
H -3.17014 0.05564 0.37645 -0.0970 -0.0781 0.0366
C 7.35275 -1.59705 -2.63037 -0.2580 0.1041 0.2364
C 6.68677 -2.35834 -3.74877 0.4215 0.2762 0.5160
C 6.43193 -1.56010 -5.00047 0.1035 -0.0194 -0.2271
O 5.31005 -2.25266 -5.56592 -0.1131 -0.0588 0.0927
C 4.63535 -2.82294 -4.54069 0.0916 0.0280 0.1613
O 3.55781 -3.32330 -4.63680 -0.0954 -0.0349 0.0558
O 5.34610 -2.74588 -3.38971 -0.3027 0.2002 -0.5685
H 7.25494 -2.14293 -1.69321 0.0986 -0.1243 -0.0726
H 8.41164 -1.45200 -2.84369 -0.0033 -0.0299 -0.0345
H 6.88894 -0.61847 -2.48946 -0.0057 -0.0033 -0.0702
H 7.24466 -3.27195 -3.96417 -0.0822 -0.0336 -0.0544
H 7.27153 -1.56213 -5.69174 -0.1212 -0.1066 -0.1163
H 6.13196 -0.52964 -4.79594 0.0314 -0.0180 0.1092
C 3.81551 -8.42928 -2.87412 0.2154 -0.0913 0.2196
C 4.19766 -6.98275 -3.07120 -0.2324 -0.4801 0.0513
C 5.10016 -6.71283 -4.24659 -0.0563 0.1869 -0.3351
O 5.77483 -5.51440 -3.83541 0.0705 -0.1941 0.2095
C 5.80263 -5.51888 -2.47579 -0.0602 -0.0585 0.0790
O 6.43446 -4.76713 -1.80919 0.2272 -0.0240 0.0349
O 5.01170 -6.50184 -1.98439 0.0227 0.1997 -0.1820
H 3.40236 -8.58215 -1.87764 -0.1084 0.0619 -0.0457
H 3.07288 -8.73222 -3.61168 -0.0098 0.0467 -0.0103
H 4.68478 -9.08242 -2.96688 0.0182 0.0409 -0.0264
H 3.30186 -6.35741 -3.11264 0.0634 0.0829 -0.0494
H 4.55956 -6.54648 -5.17547 0.0595 0.2034 0.0212
H 5.84992 -7.49347 -4.39597 -0.0680 -0.0829 0.0831
C 0.77035 1.52111 5.71246 -0.0176 0.0315 0.2987
C 0.09814 0.20321 5.41463 0.2163 0.4895 0.0973
C -1.32247 0.30797 4.92305 -0.1198 -0.1103 -0.2424
O -1.86962 -0.95786 5.32495 0.1531 0.0264 0.1209
C -1.17371 -1.36850 6.41826 0.0349 0.0686 -0.0050
O -1.47775 -2.28529 7.10778 -0.0060 0.0044 0.0027
O -0.08106 -0.57992 6.60924 -0.2029 -0.2158 -0.1500
H 1.67016 1.36488 6.30693 0.0568 -0.0452 -0.1153
H 1.04529 2.02836 4.78732 -0.0052 -0.0450 -0.0244
H 0.11261 2.17567 6.28632 -0.0457 -0.0341 -0.0286
H 0.71344 -0.38244 4.72461 -0.0698 -0.0609 -0.0088
H -1.39320 0.43681 3.84667 -0.1257 -0.1618 0.0032
H -1.89151 1.09846 5.41574 0.1170 0.0828 -0.0023
C -8.35821 5.57748 1.77881 -0.1914 -0.1810 0.1929
C -7.62490 4.51354 1.00013 -0.2155 0.4299 0.2274
C -8.18623 4.21310 -0.36703 0.1162 0.0198 -0.2428
O -7.76946 2.85276 -0.56596 -0.0187 -0.0007 0.1614
C -7.65572 2.28534 0.65870 -0.2174 0.0181 -0.0324
O -7.49326 1.12168 0.85390 -0.3037 0.1175 -0.1889
O -7.74233 3.22295 1.63234 0.1473 -0.1615 -0.2208
H -8.07410 5.54468 2.83002 0.1176 0.0545 -0.0403
H -8.12797 6.56665 1.38432 0.0395 -0.0179 -0.0241
H -9.43762 5.42611 1.73091 0.0138 -0.0279 -0.0454
H -6.55967 4.75540 0.94376 0.0108 -0.0678 -0.0543
H -7.78739 4.85495 -1.14869 0.0857 -0.1725 -0.0728
H -9.27756 4.24289 -0.39392 -0.0018 0.0635 0.1078
```
Forces are in eV/Å.

- SMILES string = N[C@@H]1CC(=O)O[C@@H]1Br.C[C@@H]1COC(=O)O1.C[C@@H]1COC(=O)O1.C[C@@H]1COC(=O)O1.C[C@@H]1COC(=O)O1.C[C@@H]1COC(=O)O1.C[C@@H]1COC(=O)O1
- highest occupied orbital energy (eV) = -9.78
- LUMO level (eV) = 0.3
- E_tot (eV) = -142201.9975



2.
# C11H17N5OS

A single C11H17N5OS molecule in a non-equilibrium geometry (the ωB97M-V functional and the def2-TZVPD basis, the OMol25 dataset).

```
35
Properties=species:S:1:pos:R:3:forces:R:3
C -5.51800 1.15582 -0.32179 0.1645 0.0297 -0.2019
C -4.19527 0.78252 -0.97951 -0.1242 -0.1105 0.3288
C -3.40216 -0.21159 -0.13426 0.1867 0.1754 -0.4510
C -2.07364 -0.58016 -0.79193 -0.1574 -0.2304 0.2350
C -1.30351 -1.66565 -0.04092 0.0411 0.2079 -0.2383
C -0.78617 -1.22868 1.31882 0.2593 -0.0218 -0.1379
S 0.36286 0.17983 1.21351 -0.2716 0.2930 0.2745
C 1.76875 -0.63988 0.60858 -0.3420 -0.3179 0.0662
N 1.83479 -1.91597 0.37775 -0.9050 0.5881 0.4126
N 3.07369 -2.21895 -0.06165 1.4411 -0.1828 -0.4773
C 3.75558 -1.11258 -0.09333 -0.6671 -0.0549 0.2165
N 5.03931 -0.91696 -0.45739 0.3774 -0.0748 -0.1422
C 5.66125 0.33546 -0.43193 -0.1420 -0.3064 0.0169
O 6.82261 0.43889 -0.76186 0.1917 0.0951 -0.0524
C 4.80475 1.40896 0.00580 -0.2608 0.2164 0.1455
C 3.50307 1.24206 0.36850 0.6442 0.3668 -0.2027
N 2.68150 2.25536 0.72540 -0.1791 -0.1343 0.0226
N 2.98322 -0.03707 0.32397 0.0936 -0.8077 -0.1853
H -6.06761 1.86146 -0.94020 -0.1306 0.0707 0.0107
H -5.34602 1.61336 0.65028 -0.0378 0.0516 0.1166
H -6.13568 0.27175 -0.17869 -0.1064 -0.0650 0.0444
H -3.59719 1.68424 -1.13025 0.0465 0.0025 -0.0897
H -4.38926 0.34644 -1.96207 0.0705 0.0257 -0.0622
H -3.22335 0.23020 0.84824 -0.0523 -0.0190 0.1251
H -3.99748 -1.11666 0.00973 -0.0451 -0.0484 0.0959
H -1.45185 0.31480 -0.87540 0.0053 -0.0110 -0.1108
H -2.27007 -0.93800 -1.80491 0.0182 0.0478 -0.0528
H -1.95203 -2.53055 0.11845 -0.0062 -0.0768 -0.0227
H -0.45197 -1.99587 -0.63886 -0.0941 -0.0814 0.0712
H -1.58589 -0.88091 1.97107 0.0554 0.0146 0.0694
H -0.23222 -2.03282 1.80020 -0.1059 0.0186 0.0860
H 5.57903 -1.71782 -0.75515 -0.0035 0.1132 0.0233
H 5.24532 2.39083 0.02989 0.0263 0.1048 0.0001
H 3.08687 3.16245 0.86864 -0.0380 -0.0271 0.0209
H 1.77678 2.06568 1.12127 0.0473 0.1483 0.0448
```
Forces are in eV/Å.

- SMILES string = CCCCCCSc1nnc2[nH]c(=O)cc(N)n12
- energy above the lowest of the compared OMol25 structures with the same formula, charge and spin (eV) = 0.0000
- highest occupied orbital energy (eV) = -8.35
- LUMO level (eV) = 0.3
- E_tot (eV) = -32016.6510



3.
# CH5O2

A molecular structure, CH5O2 in a non-equilibrium geometry (the ωB97M-V functional and the def2-TZVPD basis, the OMol25 dataset).

```
8
Properties=species:S:1:pos:R:3:forces:R:3
O -0.52064 1.99214 0.72594 0.6931 0.3339 -1.3005
H -0.23373 2.61959 -0.01779 -0.4115 -1.7948 1.6209
C 0.07196 -1.08529 -0.32629 3.3768 -0.2910 2.6507
O 0.72754 -0.29646 0.72007 -2.5829 0.9572 -1.6577
H -0.94043 -1.34871 -0.16564 -1.2521 -0.4887 0.7697
H 0.75735 -1.96012 -0.35701 -0.8843 -0.3513 -0.1799
H 0.08756 -0.74360 -1.31891 0.2858 1.4461 -1.5822
H 0.05039 0.82245 0.73964 0.7752 0.1886 -0.3209
```
Forces are in eV/Å.

- energy above the lowest of the compared OMol25 structures with the same formula, charge and spin (eV) = 0.6466
- highest occupied orbital energy (eV) = -3.43
- LUMO level (eV) = 4.8
- net charge = -1
- E_tot (eV) = -5212.2978



4.
# C29H43O12P

3 unconnected molecules or ions with the total composition C29H43O12P in a non-equilibrium geometry (the ωB97M-V functional and the def2-TZVPD basis, the OMol25 dataset).

```
85
Properties=species:S:1:pos:R:3:forces:R:3
C -2.65399 -4.46589 -1.39954 1.1937 -0.5113 -1.0496
C -2.57074 -5.73919 -2.41028 -0.3219 0.7101 1.5080
O -1.24086 -5.70345 -2.97892 -1.0313 -1.2683 -0.2645
C -0.94146 -6.89033 -3.74024 1.3996 0.2021 -1.5460
C 0.65987 -6.86529 -3.98450 3.2076 0.0931 -0.6153
C 1.60594 -7.99644 -3.50160 0.9272 3.1033 -1.6998
C 3.14853 -7.92687 -3.75864 -1.8048 2.0990 -0.7497
C 3.84168 -6.73293 -4.50026 -4.8114 -0.3068 0.6745
C 2.87748 -5.59806 -4.97644 -1.2187 -1.5035 1.2309
C 1.32296 -5.65191 -4.73043 1.6658 -1.8639 0.9450
C 0.42974 -4.40175 -5.23287 -1.3975 -0.2006 -0.3492
O -0.70071 -4.54992 -5.75727 3.9833 0.6557 1.9303
C 1.11129 -2.96195 -4.96771 1.5270 1.6140 0.2986
C 0.31232 -1.73919 -4.46340 3.5548 -0.0670 -0.7827
C 1.05648 -0.38571 -4.18493 1.7008 -4.0023 -1.5532
C 2.57688 -0.34699 -4.46311 -1.2879 -1.7183 -0.0462
C 3.41101 -1.57123 -4.97809 -3.7366 -1.4143 0.3008
P 5.27318 -1.38248 -5.25836 1.3677 3.6915 0.8672
O 5.70507 -0.06669 -4.56188 -1.1061 -3.9144 -1.9778
O 6.16950 -2.73298 -4.70918 -1.1876 2.1868 -2.1975
O 5.49107 -1.21625 -6.96288 -1.4527 -1.5997 2.8290
C 2.66379 -2.91148 -5.23383 -1.7247 2.4249 1.2127
C 3.39927 -4.26374 -5.72021 0.8344 -0.2573 -1.0811
O 4.27330 -4.27029 -6.62770 -2.9634 0.2469 3.3997
H -3.53718 -4.53417 -0.68065 1.2825 0.1642 -1.0715
H -1.63261 -4.43538 -0.86074 -1.8227 -0.0536 -0.5243
H -2.68078 -3.52058 -2.06273 -0.2420 -1.4330 1.2085
H -2.66369 -6.73937 -1.83169 -0.1645 1.5772 -0.8929
H -3.41995 -5.60321 -3.16205 1.2845 -0.5453 0.6187
H -1.40643 -6.84684 -4.79909 0.5292 0.0821 1.6673
H -1.30325 -7.86831 -3.27358 0.7049 1.3301 -0.1750
H 1.10934 -8.86246 -2.92587 1.1832 1.4572 -1.0501
H 3.75544 -8.80815 -3.33431 -0.8942 1.6993 -0.8789
H 4.96253 -6.68541 -4.67852 -1.7978 -0.0536 0.2754
H -0.81311 -1.87640 -4.31119 1.9004 0.3226 -0.2076
H 0.44060 0.48820 -3.77969 1.3448 -1.3229 -0.6982
H 3.13826 0.63573 -4.24431 -0.8520 -1.9094 -0.4644
H 6.92654 -2.78709 -5.35100 -0.7986 -0.1491 0.7652
H 4.75151 -1.75311 -7.35799 1.0214 0.4586 0.1844
C -1.99835 2.78264 -0.67780 0.2373 -0.0121 -0.1953
O -0.61573 3.07548 -0.72155 -0.2580 0.1428 0.3113
C -0.34744 4.47458 -0.68184 0.4938 -0.3799 -0.0030
C 0.91380 4.76305 0.12983 -0.1766 0.2555 0.0606
O 0.74818 4.60689 1.54096 -0.0171 -0.2666 -0.2231
C 0.61238 3.26822 2.02605 0.2004 0.1056 0.2001
C 1.87620 2.42779 1.89619 -0.2628 -0.1395 -0.4609
O 2.06798 2.01440 0.54527 0.2163 0.3609 0.0295
C 3.43391 1.88735 0.19213 -0.3382 -0.1265 -0.0419
H -2.47900 3.07443 -1.61776 -0.1704 0.0478 0.0672
H -2.11627 1.70838 -0.54418 0.0981 -0.0191 -0.0381
H -2.48270 3.28767 0.16346 -0.0689 0.0585 -0.0239
H -1.18814 5.02901 -0.25109 -0.0020 -0.0578 0.0421
H -0.19580 4.80714 -1.71464 0.0064 0.2617 0.0135
H 1.16349 5.82001 -0.01497 -0.1303 -0.0519 0.0920
H 1.77228 4.19586 -0.23116 -0.1854 -0.2079 -0.0623
H -0.24883 2.77507 1.57746 0.1228 -0.1328 -0.1687
H 0.39124 3.37050 3.09292 0.0915 0.0646 -0.0536
H 1.78591 1.52184 2.50445 -0.0295 0.0816 0.2729
H 2.73677 3.00869 2.24967 -0.0441 0.0154 -0.0186
H 3.99291 2.79098 0.45493 0.0768 -0.0332 0.0823
H 3.49135 1.75691 -0.89013 -0.0687 -0.0703 0.1018
H 3.87212 1.01212 0.68069 0.1919 0.0562 0.0122
C -1.59623 5.26931 4.38343 0.1437 -0.2558 0.0641
O -1.84939 4.33839 5.41816 -0.1380 0.3957 0.0955
C -1.24502 4.71022 6.65336 -0.3496 -0.5151 -0.0340
C -2.14278 4.33646 7.83082 0.1528 0.2673 0.0963
O -3.29402 5.17118 7.97477 0.0147 -0.2460 -0.2779
C -4.32610 5.01258 6.99795 -0.1258 0.0265 0.2568
C -5.05794 3.67854 7.07478 0.3733 -0.1028 -0.3688
O -4.25734 2.63263 6.52791 0.0708 -0.0432 0.4199
C -4.47787 1.38169 7.15340 0.0849 0.2144 -0.3107
H -0.54542 5.22219 4.07995 -0.0130 0.2231 -0.0866
H -2.21850 5.00938 3.52840 0.0141 -0.1174 0.0191
H -1.85150 6.28653 4.69615 0.0662 0.0604 0.0103
H -1.03532 5.78470 6.68641 -0.0598 -0.0023 -0.0292
H -0.29955 4.16222 6.73226 0.1277 0.1037 0.2090
H -1.56229 4.48679 8.74784 -0.0644 0.1294 -0.0899
H -2.42014 3.28197 7.81628 0.0037 0.0170 -0.2840
H -3.94929 5.20902 5.99515 0.0356 -0.2490 -0.0720
H -5.05251 5.80106 7.21771 0.0569 -0.0701 0.1242
H -5.98007 3.72450 6.48606 -0.1658 0.1971 0.1119
H -5.31392 3.46459 8.11960 0.0373 0.0285 -0.0204
H -4.39914 1.46807 8.24176 -0.1092 -0.0270 0.0453
H -3.70305 0.69279 6.81176 -0.0808 0.0949 -0.0745
H -5.45772 0.98372 6.87287 -0.0550 -0.1072 0.1595
```
Forces are in eV/Å.

- SMILES string = CCOCc1cccc2c1C(=O)c1cccc(P(=O)(O)O)c1C2=O.COCCOCCOC.COCCOCCOC
- highest occupied orbital energy (eV) = -9.12
- LUMO level (eV) = -1.4
- E_tot (eV) = -64617.8272